DFT (wB97M-V/def2-TZVPD) results for one molecule with the formula C6H12.

Each line ends with the Löwdin charge.
Element x y z (Å)
C (2.184, -0.333, 0.423)  -0.1162
C (1.542, 0.581, -0.617)  -0.2743
C (0.072, 0.895, -0.326)  -0.1950
C (-0.810, -0.346, -0.252)  -0.3154
C (-2.304, -0.234, -0.382)  -0.1342
C (-1.695, -0.597, 0.940)  -0.1294
H (1.702, -1.316, 0.445)  0.0668
H (2.095, 0.099, 1.427)  0.0755
H (3.246, -0.488, 0.211)  0.0680
H (2.100, 1.524, -0.671)  0.1027
H (1.623, 0.122, -1.612)  0.1068
H (-0.305, 1.574, -1.103)  0.1098
H (0.006, 1.448, 0.623)  0.1142
H (-0.377, -1.239, -0.703)  0.1315
H (-2.731, 0.760, -0.494)  0.1001
H (-2.833, -1.005, -0.935)  0.0952
H (-1.814, -1.612, 1.308)  0.0949
H (-1.702, 0.165, 1.717)  0.0986

The value obtained for the relative energy (zero: lowest compared OMol25 entry of this formula, charge and spin) is 106.7 kJ/mol. The SMILES is CCCC1CC1. For the orbital gap, the calculation gives 11.4 eV. The value obtained for the strongest force on any atom is 0.2 eV/Å.

DFT (wB97M-V/def2-TZVPD) results for one molecule with the formula C5H9Cl.

Each line ends with the Löwdin charge.
Element x y z (Å)
C (2.752, -0.109, -0.478)  -0.0483
C (1.435, 0.130, 0.299)  -0.3839
C (0.351, 1.131, 0.096)  -0.1580
C (-0.612, 0.004, 0.547)  -0.7436
Cl (-2.178, -0.050, -0.290)  0.5808
C (0.400, -1.013, 0.229)  -0.1930
H (3.253, -0.957, 0.055)  0.0911
H (2.699, -0.283, -1.545)  0.0700
H (3.329, 0.796, -0.276)  0.0684
H (1.607, 0.141, 1.381)  0.1365
H (0.272, 2.132, 0.563)  0.1248
H (0.248, 1.234, -0.966)  0.1005
H (-0.882, 0.099, 1.610)  0.1066
H (0.241, -1.173, -0.839)  0.1058
H (0.307, -2.002, 0.785)  0.1424

The value obtained for the relative energy (zero: lowest compared OMol25 entry of this formula, charge and spin) is 98.7 kJ/mol. The SMILES is C[C@H]1C[C@@H](Cl)C1. For the orbital gap, the calculation gives 11.2 eV. The value obtained for the strongest force on any atom is 3.5 eV/Å.

DFT (wB97M-V/def2-TZVPD) results for C5H7NO as an isolated structure.

Each line ends with the Löwdin charge.
Element x y z (Å)
O (-2.145, -1.201, -0.182)  0.0010
C (-1.192, -0.323, -0.694)  -0.3130
C (-0.516, 0.685, 0.241)  -0.2130
C (0.194, -0.484, 0.987)  0.0183
C (1.680, 0.600, 0.425)  -0.0904
N (0.695, 0.668, -0.675)  -0.0348
C (0.251, -0.780, -0.542)  -0.2085
H (-2.953, -0.705, -0.007)  0.1028
H (-1.436, 0.078, -1.689)  0.1519
H (-0.896, 1.626, 0.650)  0.1380
H (1.235, -0.200, 1.478)  0.0870
H (1.844, 1.553, 0.940)  0.1091
H (2.616, 0.095, 0.162)  0.1095
H (0.779, -1.583, -1.065)  0.1420

The value obtained for the relative energy (zero: lowest compared OMol25 entry of this formula, charge and spin) is 735.7 kJ/mol. For the orbital gap, the calculation gives 8.4 eV. The value obtained for the strongest force on any atom is 0.5 eV/Å.

DFT (wB97M-V/def2-TZVPD) results for C38H59BBr2GeN8O5PSY as an isolated structure.

Each line ends with the Löwdin charge.
Element x y z (Å)
Y (-0.264, -0.443, -1.559)  1.4775
C (-4.858, -0.402, -1.659)  -0.0510
C (-3.721, -0.433, -0.858)  -0.1441
N (-2.639, -0.002, -1.551)  -0.0697
N (-3.075, 0.423, -2.769)  -0.0239
C (-4.410, 0.175, -2.860)  -0.0542
B (-2.247, 1.422, -3.622)  -0.4679
N (-1.155, 0.633, -4.511)  0.0097
C (-0.866, 0.741, -5.810)  -0.0841
C (0.360, 0.117, -6.100)  -0.0437
C (0.855, -0.264, -4.837)  -0.1422
N (-0.023, 0.044, -3.886)  -0.0578
N (-1.592, 2.499, -2.680)  -0.0331
C (-1.914, 3.775, -2.322)  -0.0579
C (-1.069, 4.151, -1.242)  -0.0515
C (-0.225, 3.029, -1.043)  -0.1249
N (-0.561, 2.034, -1.888)  -0.0348
H (-5.857, -0.728, -1.351)  0.0997
H (-3.569, -0.747, 0.191)  0.0959
H (-4.876, 0.445, -3.789)  0.1166
H (-2.942, 2.062, -4.377)  0.1134
H (-1.621, 1.152, -6.424)  0.1084
H (0.772, -0.161, -7.055)  0.0885
H (1.863, -0.582, -4.565)  0.1073
H (-2.712, 4.308, -2.791)  0.1083
H (-1.020, 5.091, -0.711)  0.0862
H (0.560, 2.929, -0.321)  0.0655
C (3.138, -2.556, -0.367)  -0.0313
C (2.393, -3.260, -1.485)  -0.2895
C (2.946, -4.482, -1.913)  -0.0263
C (2.341, -5.248, -2.873)  -0.0147
C (1.027, -4.895, -3.265)  -0.2049
C (0.195, -5.681, -4.097)  -0.6799
Br (0.884, -7.144, -4.984)  0.7934
C (-1.121, -5.370, -4.416)  -0.2114
C (-1.636, -4.185, -3.959)  -0.6143
Br (-3.396, -3.757, -4.471)  0.7457
C (-0.851, -3.339, -3.084)  -0.3939
O (-1.349, -2.292, -2.566)  -0.2156
C (0.516, -3.677, -2.748)  -0.1476
N (1.233, -2.811, -1.967)  0.1277
H (3.846, -3.292, 0.036)  0.0789
H (2.400, -2.178, 0.385)  0.0921
H (3.689, -1.723, -0.753)  0.0478
H (3.863, -4.759, -1.438)  0.0998
H (2.755, -6.180, -3.324)  0.0858
H (-1.706, -6.060, -4.967)  0.0765
C (-5.670, -4.712, 0.289)  -0.4149
S (-3.941, -4.349, 0.708)  0.7156
C (-4.161, -3.816, 2.424)  -0.4511
H (-6.103, -5.411, 0.961)  0.0195
H (-5.573, -5.152, -0.712)  0.0315
H (-6.253, -3.811, 0.185)  0.0236
H (-4.900, -3.002, 2.501)  0.0336
H (-3.180, -3.607, 2.836)  0.0125
H (-4.539, -4.676, 3.006)  0.0332
N (-0.875, -0.653, 0.738)  0.0313
C (-1.188, -0.337, 1.823)  -0.1926
C (-4.675, 3.956, 1.445)  -0.1244
C (-5.253, 2.576, 1.785)  -0.2569
C (-4.358, 1.788, 2.774)  -0.3053
C (-2.823, 2.008, 2.722)  -0.3047
Ge (-1.921, 0.413, 3.556)  0.9559
C (-0.295, 1.117, 4.434)  -0.3415
C (-0.419, 2.207, 5.479)  -0.2748
C (-0.732, 1.720, 6.939)  -0.2685
C (-0.448, 2.788, 8.007)  -0.1294
H (-5.494, 4.663, 1.099)  0.0877
H (-3.916, 3.953, 0.637)  0.0632
H (-4.175, 4.420, 2.298)  0.0618
H (-5.331, 2.013, 0.859)  0.0867
H (-6.284, 2.691, 2.202)  0.1118
H (-4.591, 0.702, 2.646)  0.0808
H (-4.684, 2.025, 3.820)  0.1115
H (-2.551, 2.916, 3.342)  0.0733
H (-2.416, 2.234, 1.737)  0.0611
H (-2.753, -0.643, 4.316)  -0.0130
H (0.367, 1.328, 3.567)  0.0690
H (0.185, 0.265, 4.913)  0.0575
H (-1.171, 2.957, 5.183)  0.0921
H (0.516, 2.790, 5.581)  0.1140
H (-0.091, 0.880, 7.220)  0.0958
H (-1.739, 1.267, 7.044)  0.1063
H (0.595, 3.152, 8.002)  0.0735
H (-0.678, 2.505, 9.058)  0.0766
H (-1.045, 3.692, 7.790)  0.0710
C (5.950, 2.074, -1.585)  -0.0328
C (4.753, 1.333, -2.138)  -0.5915
C (5.057, 0.152, -3.075)  -0.0265
C (3.746, 2.272, -2.790)  -0.0383
O (4.139, 0.656, -0.976)  -0.2044
P (2.813, 0.916, -0.069)  0.3176
O (2.504, 2.363, 0.141)  -0.2950
O (1.640, 0.065, -0.666)  -0.4511
O (3.146, 0.088, 1.215)  -0.1817
C (4.296, 0.337, 2.149)  -0.5521
C (4.772, 1.802, 2.129)  -0.0175
C (5.381, -0.642, 1.826)  -0.0271
C (3.647, 0.014, 3.487)  -0.0287
H (6.519, 2.573, -2.411)  0.1012
H (6.671, 1.406, -1.086)  0.0890
H (5.612, 2.845, -0.881)  0.0848
H (5.592, 0.469, -4.002)  0.0980
H (4.125, -0.353, -3.379)  0.0724
H (5.693, -0.602, -2.585)  0.0862
H (4.151, 2.920, -3.549)  0.0772
H (3.289, 2.957, -2.049)  0.0802
H (2.892, 1.722, -3.319)  0.1021
H (5.171, 2.064, 1.171)  0.0518
H (5.496, 1.976, 2.906)  0.0887
H (3.922, 2.444, 2.282)  0.0767
H (5.786, -0.529, 0.831)  0.0789
H (5.008, -1.662, 1.856)  0.0807
H (6.172, -0.584, 2.568)  0.0936
H (2.775, 0.631, 3.637)  0.0653
H (4.245, 0.061, 4.372)  0.0814
H (3.238, -1.001, 3.422)  0.0929

The value obtained for the relative energy (zero: lowest compared OMol25 entry of this formula, charge and spin) is 0.0 kJ/mol. For the orbital gap, the calculation gives 6.9 eV. The value obtained for the strongest force on any atom is 3.5 eV/Å.

DFT (wB97M-V/def2-TZVPD) results for one molecule with the formula C3HN.

Each line ends with the Löwdin charge.
Element x y z (Å)
C (-1.846, 0.016, -0.036)  0.1296
C (-0.659, -0.106, 0.005)  -0.1168
C (0.761, -0.005, 0.060)  -0.2294
N (1.910, 0.042, -0.034)  0.1546
H (-2.903, 0.271, 0.069)  0.0620

The value obtained for the relative energy (zero: lowest compared OMol25 entry of this formula, charge and spin) is 6.5 kJ/mol. The SMILES is C#CC#N. For the orbital gap, the calculation gives 11.8 eV. The value obtained for the strongest force on any atom is 2.1 eV/Å.

DFT (wB97M-V/def2-TZVPD) results for a 2-piece molecular cluster, CHF2O3S overall.

Each line ends with the Löwdin charge.
Element x y z (Å)
C (0.126, -0.069, -1.400)  -0.2233
O (1.127, 0.000, 2.324)  -0.5045
O (-1.273, -0.427, 1.889)  -0.5266
O (0.117, 1.051, 0.307)  -0.4650
F (0.845, -1.162, -1.257)  0.0731
F (-1.161, -0.524, -1.492)  0.0131
S (-0.118, 0.531, 1.795)  0.5399
H (0.337, 0.599, -2.165)  0.0933

The value obtained for the relative energy (zero: lowest compared OMol25 entry of this formula, charge and spin) is 327.2 kJ/mol. The charge is -1. For the orbital gap (spin up / spin down), the calculation gives 7.4 / 6.9 eV. The value obtained for the strongest force on any atom is 4.7 eV/Å.

DFT (wB97M-V/def2-TZVPD) results for a 3-piece molecular cluster, C8H10ClN2 overall.

Each line ends with the Löwdin charge.
Element x y z (Å)
Cl (1.646, 3.147, -0.246)  -0.7048
N (0.939, -2.140, -1.135)  0.0117
C (1.387, -2.523, 0.059)  -0.1936
C (2.054, -1.497, 0.624)  -0.1467
C (2.158, -0.455, -0.288)  -0.1326
C (1.383, -0.833, -1.347)  -0.1353
H (0.412, -2.774, -1.718)  0.1454
H (1.292, -3.558, 0.350)  0.1046
H (2.507, -1.499, 1.604)  0.0959
H (2.675, 0.469, -0.077)  0.0528
H (1.039, -0.370, -2.260)  0.1078
N (-0.772, 0.625, 0.517)  0.0112
C (-1.716, 0.700, 1.486)  -0.1552
C (-2.804, 1.456, 0.986)  -0.1443
C (-2.419, 1.941, -0.283)  -0.1154
C (-1.160, 1.328, -0.583)  -0.1732
H (0.076, 0.075, 0.540)  0.0933
H (-1.619, 0.313, 2.490)  0.0878
H (-3.752, 1.547, 1.496)  0.0679
H (-2.940, 2.674, -0.881)  0.0714
H (-0.386, 1.375, -1.334)  0.0513

The value obtained for the relative energy (zero: lowest compared OMol25 entry of this formula, charge and spin) is 103.9 kJ/mol. The charge is -1. For the orbital gap, the calculation gives 6.7 eV. The value obtained for the strongest force on any atom is 2.4 eV/Å.

DFT (wB97M-V/def2-TZVPD) results for a 2-piece molecular cluster, C11H10FN2O overall.

Each line ends with the Löwdin charge.
Element x y z (Å)
C (4.066, -0.166, -1.313)  0.0381
C (3.800, 0.908, -0.499)  -0.0586
C (3.509, -1.460, -1.037)  0.0206
C (2.831, 0.917, 0.447)  0.0660
C (2.593, -1.501, -0.018)  0.0279
C (-2.561, 1.796, 0.450)  -0.1352
C (2.181, -0.395, 0.730)  -0.1720
C (-2.179, 0.695, 1.159)  -0.0983
C (-3.754, 0.107, -0.335)  -0.2508
C (-4.737, -0.839, -0.915)  -0.1951
C (1.188, -0.339, 1.669)  0.0478
N (-3.009, -0.283, 0.665)  0.0572
N (-3.524, 1.441, -0.444)  0.1496
O (-4.692, -2.017, -0.758)  0.0979
F (0.500, -1.414, 2.063)  0.1259
H (4.666, 0.027, -2.215)  0.1411
H (4.360, 1.834, -0.658)  0.1335
H (3.879, -2.279, -1.501)  0.0907
H (2.417, 1.660, 1.100)  0.1174
H (2.134, -2.429, 0.110)  0.1189
H (-2.176, 2.662, 0.794)  0.0582
H (-5.593, -0.301, -1.487)  0.1508
H (0.986, 0.717, 2.150)  0.1804
H (-2.933, -1.289, 0.939)  0.1752
H (-3.954, 1.949, -1.096)  0.1129

The value obtained for the relative energy (zero: lowest compared OMol25 entry of this formula, charge and spin) is 170.4 kJ/mol. The charge is +1. For the orbital gap (spin up / spin down), the calculation gives 4.9 / 4.9 eV. The value obtained for the strongest force on any atom is 4.9 eV/Å.

DFT (wB97M-V/def2-TZVPD) results for a 2-piece molecular cluster, C4H10O3 overall.

Each line ends with the Löwdin charge.
Element x y z (Å)
O (1.524, -0.271, -1.149)  -0.0147
C (0.321, -0.071, -0.804)  -0.2072
C (-0.233, -0.173, 0.620)  -0.1678
C (0.301, -0.826, 1.920)  -0.2072
C (0.498, 0.253, 2.903)  -0.2937
O (-0.637, 1.200, 2.928)  -0.1069
H (-0.379, 0.394, -1.474)  0.0989
H (-1.263, -0.642, 0.453)  0.1337
H (-0.133, 0.927, 0.925)  0.1316
H (1.187, -1.461, 1.613)  0.1349
H (-0.534, -1.494, 2.512)  0.1614
H (0.646, -0.190, 3.879)  0.1167
H (1.329, 0.751, 2.489)  0.1049
H (-0.102, 2.027, 3.126)  0.1164
O (-1.281, -0.230, -5.653)  -0.0743
H (-2.074, -0.840, -5.539)  0.0728
H (-0.841, -0.164, -4.821)  0.0006

The value obtained for the relative energy (zero: lowest compared OMol25 entry of this formula, charge and spin) is 308.8 kJ/mol. The SMILES is O=CCCCO.O. For the orbital gap, the calculation gives 10.5 eV. The value obtained for the strongest force on any atom is 5.8 eV/Å.

DFT (wB97M-V/def2-TZVPD) results for one molecule with the formula C3H3NO2.

Each line ends with the Löwdin charge.
Element x y z (Å)
C (-1.366, -1.205, -0.221)  0.0551
C (-0.993, -0.042, 0.232)  -0.1656
N (-0.711, 1.062, 0.722)  0.1093
O (0.498, 1.635, 0.220)  -0.0371
C (1.567, 0.825, 0.030)  -0.3346
O (1.656, -0.337, 0.298)  0.0816
H (-1.966, -1.271, -1.119)  0.0684
H (-1.036, -2.113, 0.271)  0.0765
H (2.349, 1.446, -0.434)  0.1464

The value obtained for the relative energy (zero: lowest compared OMol25 entry of this formula, charge and spin) is 362.3 kJ/mol. The SMILES is C=C=NOC=O. For the orbital gap, the calculation gives 10.8 eV. The value obtained for the strongest force on any atom is 0.7 eV/Å.

DFT (wB97M-V/def2-TZVPD) results for a 2-piece molecular cluster, C3H3ClNO2 overall.

Each line ends with the Löwdin charge.
Element x y z (Å)
C (0.336, -1.620, -0.145)  0.0103
C (-3.438, 0.528, 0.864)  -1.0222
C (0.314, -0.772, 2.216)  -0.1683
N (0.367, -1.214, 0.958)  -0.1654
O (-4.390, 1.090, 0.426)  -0.0401
O (-3.069, -0.390, 1.525)  -0.0587
Cl (-1.838, 1.683, 0.571)  0.2107
H (0.123, -1.529, 2.903)  0.0645
H (-0.515, -0.166, 2.338)  0.0184
H (1.384, -0.213, 2.310)  0.1508

The value obtained for the relative energy (zero: lowest compared OMol25 entry of this formula, charge and spin) is 23.9 kJ/mol. The charge is -1. For the orbital gap, the calculation gives 8.8 eV. The value obtained for the strongest force on any atom is 5.8 eV/Å.

DFT (wB97M-V/def2-TZVPD) results for one molecule with the formula C4H12N2O.

Each line ends with the Löwdin charge.
Element x y z (Å)
C (1.589, 1.165, 0.142)  -0.0849
N (0.816, -0.054, 0.011)  -0.2847
N (1.632, -1.208, 0.055)  0.0466
C (-0.687, 0.001, 0.122)  -0.6263
C (-1.276, -1.330, -0.345)  -0.0271
C (-1.264, 1.174, -0.656)  -0.0187
O (-0.831, 0.200, 1.502)  -0.0434
H (1.869, 1.324, 1.190)  0.0770
H (2.475, 1.067, -0.482)  0.0802
H (1.085, 2.077, -0.160)  0.0682
H (1.159, -2.042, -0.270)  0.0669
H (1.941, -1.363, 1.017)  0.0744
H (-2.356, -1.289, -0.226)  0.0860
H (-1.018, -1.512, -1.386)  0.0896
H (-0.909, -2.163, 0.256)  0.0741
H (-0.984, 2.111, -0.184)  0.0748
H (-2.349, 1.099, -0.636)  0.0855
H (-0.913, 1.155, -1.686)  0.0945
H (0.019, -0.412, 1.735)  0.1673

The value obtained for the relative energy (zero: lowest compared OMol25 entry of this formula, charge and spin) is 289.2 kJ/mol. The SMILES is CN(N)C(C)(C)O. For the orbital gap, the calculation gives 8.5 eV. The value obtained for the strongest force on any atom is 4.0 eV/Å.